Entry from the OMol25 dataset: 6 unconnected molecules or ions with the total composition C37H59F3N3O7 (the ωB97M-V functional and the def2-TZVPD basis).

Results
HOMO-LUMO gap = 7.46 eV
total charge = +1
calculated total energy = -66273.8004 eV
spin multiplicity = 1
strongest force on any atom = 1.6 eV/Å

Element x y z (Å)
C -4.468 2.097 3.641
O -4.256 1.455 2.403
C -5.233 1.708 1.430
C -4.572 1.698 0.080
C -3.904 3.026 -0.311
C -2.433 2.903 -0.509
C -1.846 2.505 -1.706
C -2.759 2.226 -2.860
N -3.103 3.441 -3.621
C -0.457 2.382 -1.792
C 0.211 2.083 -3.073
C 0.904 3.289 -3.687
C 0.310 4.602 -3.353
N 1.878 3.185 -4.477
C 0.357 2.564 -0.681
C 1.845 2.312 -0.815
C 2.250 0.848 -0.619
C 1.922 0.098 0.533
C 2.231 -1.226 0.638
C 2.900 -1.873 -0.399
C 3.280 -1.149 -1.505
C 2.974 0.210 -1.641
C 3.489 0.883 -2.887
C -0.249 2.990 0.490
C 0.419 3.435 1.794
F 1.728 3.413 1.722
F 0.031 2.672 2.804
F 0.077 4.699 2.032
N -1.608 3.148 0.524
O -2.131 3.555 1.732
H -5.149 1.533 4.271
H -4.865 3.098 3.504
H -3.517 2.173 4.140
H -6.015 0.955 1.460
H -5.721 2.663 1.603
H -3.833 0.914 0.099
H -5.305 1.418 -0.663
H -4.136 3.768 0.435
H -4.326 3.381 -1.232
H -3.633 1.725 -2.469
H -2.298 1.523 -3.527
H -2.964 4.273 -3.067
H -4.073 3.431 -3.899
H -0.494 1.741 -3.809
H 0.924 1.292 -2.917
H -0.760 4.528 -3.494
H 0.515 4.826 -2.311
H 0.741 5.383 -3.953
H 2.155 2.213 -4.605
H 2.412 2.983 -0.201
H 2.130 2.552 -1.820
H 1.387 0.513 1.363
H 1.927 -1.769 1.510
H 3.109 -2.922 -0.310
H 3.823 -1.641 -2.292
H 4.424 0.423 -3.164
H 3.679 1.938 -2.770
H 2.819 0.710 -3.720
H -2.391 4.480 1.617
C -1.745 -3.326 -1.981
C -1.394 -1.869 -1.831
O -1.222 -1.144 -2.788
C -1.266 -1.333 -0.429
H -1.808 -3.582 -3.035
H -0.983 -3.942 -1.500
H -2.702 -3.532 -1.499
H -0.491 -1.866 0.125
H -2.214 -1.429 0.103
H -0.988 -0.282 -0.492
C -1.151 -3.969 3.114
C -0.490 -2.682 3.524
O 0.631 -2.391 3.170
C -1.296 -1.766 4.408
H -0.476 -4.541 2.481
H -1.400 -4.558 3.998
H -2.072 -3.757 2.567
H -1.561 -2.281 5.333
H -2.217 -1.487 3.898
H -0.719 -0.874 4.640
C 2.381 -4.518 -3.643
C 3.323 -5.100 -2.614
O 3.038 -5.130 -1.439
C 4.636 -5.639 -3.125
H 1.478 -4.163 -3.153
H 2.860 -3.688 -4.164
H 2.120 -5.277 -4.382
H 5.197 -4.848 -3.627
H 4.458 -6.437 -3.847
H 5.221 -6.025 -2.295
C 5.011 4.357 -2.723
C 4.169 5.089 -1.710
O 2.958 5.058 -1.764
C 4.898 5.856 -0.637
H 4.363 3.859 -3.443
H 5.657 5.060 -3.250
H 5.646 3.623 -2.223
H 5.537 6.614 -1.090
H 5.531 5.181 -0.059
H 4.181 6.337 0.024
C -1.096 -6.223 7.680
C -1.891 -6.703 6.491
O -2.171 -5.964 5.573
C -2.320 -8.148 6.501
H -0.847 -5.172 7.557
H -1.676 -6.354 8.594
H -0.178 -6.804 7.774
H -2.944 -8.347 7.373
H -1.445 -8.797 6.553
H -2.882 -8.370 5.597

Entry from the OMol25 dataset: a molecular structure, C37H61N5O2PSTl (the ωB97M-V functional and the def2-TZVPD basis).

Results
HOMO-LUMO gap (alpha / beta) = 2.14 / 2.13 eV
total charge = 0
calculated total energy = -75713.4867 eV
spin multiplicity = 1
strongest force on any atom = 7.3 eV/Å

Element x y z (Å)
Tl 0.000 0.000 0.000
C 0.320 -2.350 1.155
C -0.123 -2.788 -0.258
N -0.667 -1.660 -1.020
C -0.158 -1.564 -2.381
C 1.338 -1.195 -2.458
S 1.703 0.336 -1.535
C 2.938 -0.241 -0.307
C 2.510 -1.380 0.628
N 1.186 -1.165 1.185
H -0.583 -2.106 1.729
H 0.800 -3.187 1.675
H 0.716 -3.271 -0.769
H -0.897 -3.560 -0.167
H -1.774 -1.696 -0.966
H -0.337 -2.499 -2.924
H -0.734 -0.792 -2.905
H 1.975 -2.016 -2.120
H 1.598 -1.012 -3.507
H 3.849 -0.525 -0.845
H 3.192 0.637 0.299
H 2.581 -2.327 0.082
H 3.236 -1.466 1.446
H 1.179 -0.763 2.233
C -5.048 0.187 3.830
C -5.070 -0.159 2.371
C -4.762 -1.452 1.938
C -4.741 -1.754 0.573
C -4.998 -0.763 -0.381
N -4.947 -1.148 -1.736
C -5.060 -0.410 -2.866
O -5.643 -0.892 -3.840
N -4.542 0.838 -2.970
C -3.363 1.386 -2.422
C -3.103 2.736 -2.667
C -1.945 3.326 -2.163
C -1.068 2.538 -1.438
N -1.268 1.226 -1.199
C -2.405 0.679 -1.701
C -5.324 0.523 0.052
C -5.348 0.826 1.418
H -5.171 -0.707 4.451
H -5.868 0.870 4.076
H -4.097 0.663 4.088
H -4.530 -2.233 2.658
H -4.491 -2.767 0.268
H -5.122 -2.131 -1.910
H -4.927 1.337 -3.763
H -3.800 3.345 -3.236
H -1.732 4.375 -2.333
H -0.154 2.951 -1.022
H -2.490 -0.385 -1.513
H -5.582 1.310 -0.648
H -5.586 1.840 1.731
O 0.631 1.653 1.022
P 0.894 3.007 1.643
C 1.772 2.775 3.209
C 3.072 1.980 3.021
C 3.661 1.495 4.346
C 3.447 2.470 5.502
C 3.242 3.892 5.007
C 2.008 3.997 4.107
C 1.844 4.009 0.460
C 2.852 3.162 -0.355
C 4.251 3.763 -0.452
C 4.225 5.221 -0.894
C 3.175 6.056 -0.162
C 2.493 5.294 0.971
C -0.724 3.795 1.911
C -0.736 5.255 2.368
C -2.069 5.654 2.989
C -2.376 4.833 4.239
C -1.880 3.390 4.161
C -1.689 2.910 2.729
H 1.098 2.113 3.772
H 3.807 2.610 2.507
H 2.906 1.115 2.369
H 4.733 1.313 4.207
H 3.220 0.527 4.616
H 4.302 2.424 6.187
H 2.568 2.160 6.081
H 4.130 4.218 4.452
H 3.134 4.577 5.856
H 2.093 4.917 3.530
H 1.129 4.136 4.745
H 1.074 4.321 -0.260
H 2.453 3.032 -1.370
H 2.941 2.153 0.060
H 4.860 3.176 -1.149
H 4.747 3.688 0.523
H 4.035 5.274 -1.973
H 5.218 5.658 -0.739
H 2.417 6.388 -0.882
H 3.640 6.968 0.232
H 1.749 5.946 1.435
H 3.237 5.065 1.741
H -1.141 3.800 0.893
H -0.531 5.904 1.509
H 0.053 5.447 3.095
H -2.869 5.512 2.252
H -2.065 6.720 3.243
H -3.459 4.846 4.412
H -1.923 5.312 5.116
H -2.585 2.734 4.685
H -0.932 3.302 4.702
H -2.671 2.908 2.236
H -1.350 1.869 2.736
H -1.383 -0.231 1.226